No. 1
Computed, not measured: C29H44Br51ClFNO3PS as an isolated structure, with the ωB97M-V functional and the def2-TZVPD basis.

```
132
Properties=species:S:1:pos:R:3:forces:R:3
C 0.200951 -2.805949 3.235286 0.16 0.15 0.26
O 1.301494 -2.685063 2.349680 -0.10 -0.27 -0.07
C 0.913596 -2.198021 1.065696 -0.01 -0.19 -0.25
C 1.818472 -1.062583 0.642084 0.39 0.32 0.59
C 1.845121 0.139036 1.609879 -0.12 -0.21 -0.46
C 1.017681 1.337255 1.158478 0.18 0.21 0.47
C -0.470492 1.083794 1.146826 0.06 -0.81 0.08
O -1.073930 1.219058 2.390216 0.22 0.90 -0.27
P -2.777296 1.514655 2.254829 -0.58 -0.70 1.32
C -3.081153 -0.352906 2.068988 0.28 0.44 -0.03
F -2.810969 1.329523 3.924240 -0.02 -0.11 -0.26
S -2.289519 3.689061 2.714053 0.66 0.42 0.39
C -4.627997 1.921880 2.303894 0.02 -0.08 -0.74
C -5.448280 2.010945 1.009331 -0.15 0.22 0.10
C -5.205183 3.289557 0.205447 -0.27 -0.47 -0.03
C -5.401324 0.789710 0.103101 -0.31 0.56 0.02
O -2.578638 1.760934 0.524755 0.12 0.86 0.01
C -1.305405 1.794488 0.083225 -0.41 -1.37 -0.50
N -1.217157 1.045653 -1.171680 0.21 0.13 0.11
Cl -0.651361 3.488842 -0.316413 -0.10 0.43 0.09
H 0.461673 -3.493250 4.035867 0.09 0.01 0.01
H -0.028299 -1.841301 3.691618 -0.20 0.13 -0.08
H -0.683702 -3.206457 2.742136 -0.10 0.01 -0.12
H 0.993197 -3.020321 0.345896 0.01 -0.07 -0.03
H -0.133821 -1.905822 1.088393 -0.12 0.16 0.04
H 1.583421 -0.713246 -0.362860 -0.21 -0.12 -0.25
H 2.829919 -1.468729 0.598704 -0.04 -0.01 -0.11
H 2.877792 0.466247 1.689166 0.11 0.03 0.11
H 1.535439 -0.197769 2.597932 0.00 0.08 0.16
H 1.216934 2.168341 1.834060 -0.14 0.15 0.02
H 1.360633 1.670325 0.177414 -0.01 -0.06 -0.18
H -0.617888 0.030996 0.867932 0.00 -0.11 -0.37
H -3.831262 -0.662308 2.789598 -0.23 -0.06 -0.03
H -2.166023 -0.879062 2.325860 0.16 -0.10 0.03
H -3.364302 -0.627624 1.058108 -0.14 -0.07 -0.10
H -3.135844 4.388587 1.958542 -0.22 -0.25 -0.19
H -4.752007 2.853317 2.848147 0.10 0.10 0.07
H -5.076553 1.156408 2.934133 0.07 -0.25 0.07
H -6.497903 2.082835 1.324777 0.00 0.02 0.25
H -4.283802 3.230503 -0.367252 0.18 0.13 0.18
H -6.024746 3.417672 -0.508362 -0.03 0.09 -0.07
H -5.208650 4.147464 0.875346 0.16 0.20 -0.09
H -5.600554 -0.117368 0.669935 0.25 -0.22 0.10
H -4.472300 0.728318 -0.453752 0.19 -0.09 0.19
H -6.209436 0.887096 -0.626239 0.30 0.18 0.35
H -1.294870 1.677496 -1.959644 -0.15 0.02 0.02
H -0.290037 0.637466 -1.240947 0.04 0.01 -0.01
C 3.599181 -0.771058 -3.501051 -0.03 -0.05 -0.02
Br 2.437530 -2.214203 -4.016402 -0.05 0.02 0.07
Br 5.333275 -0.990130 -4.305431 -0.03 0.33 -0.08
Br 2.830604 0.944749 -3.907880 -0.03 -0.05 0.01
H 3.728893 -0.819463 -2.428895 0.01 0.00 0.04
C 4.503615 -3.634987 2.340237 0.17 0.08 -0.06
Br 4.567349 -1.994134 3.336662 -0.02 -0.05 0.01
Br 4.789748 -3.322436 0.458534 -0.10 -0.15 -0.07
Br 5.779888 -4.919420 3.003656 -0.04 0.01 0.02
H 3.514533 -4.053436 2.456907 -0.07 0.06 -0.02
C 7.447653 -5.306200 -2.436598 -0.02 0.03 -0.05
Br 6.106049 -6.643410 -2.770173 0.02 0.03 -0.02
Br 9.101548 -5.694417 -3.335159 -0.02 -0.04 -0.02
Br 6.808421 -3.540813 -2.896737 0.03 -0.35 0.10
H 7.653519 -5.322696 -1.376810 -0.02 0.00 0.04
C 9.477110 -2.930764 1.770616 -0.06 -0.05 0.03
Br 10.074685 -4.588479 2.547495 -0.01 0.01 0.00
Br 8.370197 -3.231067 0.227065 0.23 0.18 0.05
Br 8.575043 -1.825919 3.060060 0.01 0.00 -0.02
H 10.354816 -2.395737 1.441321 0.03 0.00 -0.01
C 3.905862 3.659546 3.565417 0.04 0.00 -0.03
Br 3.465707 4.040250 1.731020 0.07 0.11 -0.04
Br 2.598233 4.368016 4.778332 0.00 -0.08 -0.07
Br 4.185431 1.770628 3.803808 0.05 0.02 0.18
H 4.847377 4.141347 3.779557 0.01 0.04 0.00
C -6.146297 -1.208028 -2.034596 0.15 -0.13 -0.17
Br -7.155659 -2.654641 -2.817417 -0.04 0.00 -0.01
Br -4.277575 -1.630453 -1.923002 -0.03 -0.14 -0.17
Br -6.438350 0.437948 -2.990110 -0.16 -0.12 -0.63
H -6.514641 -1.065615 -1.030174 -0.03 -0.01 -0.02
C -3.530744 7.725542 0.842777 0.03 -0.02 -0.10
Br -2.252806 6.428056 0.222195 0.01 0.18 0.22
Br -4.664023 7.018524 2.225513 0.03 -0.01 0.00
Br -2.679941 9.364377 1.399144 -0.01 0.01 -0.01
H -4.169427 7.975417 0.008743 -0.04 0.03 -0.02
C 6.704649 3.032977 -0.622613 -0.05 -0.04 0.11
Br 7.318159 1.600050 0.506558 -0.01 -0.02 0.00
Br 8.082925 3.632318 -1.826875 -0.01 -0.01 0.00
Br 5.102406 2.545124 -1.559310 0.00 -0.04 -0.08
H 6.456754 3.863311 0.022448 -0.01 0.02 0.02
C -1.902878 -6.897864 3.211916 0.02 0.01 -0.02
Br -0.395289 -6.527859 2.080755 -0.10 0.00 -0.12
Br -1.876971 -5.811895 4.801155 0.00 -0.01 0.01
Br -3.566080 -6.718675 2.262280 0.02 0.01 0.02
H -1.821393 -7.927071 3.527421 0.00 -0.02 0.01
C 2.445876 -7.061854 5.427231 0.06 0.06 -0.01
Br 4.172406 -7.061364 6.277712 -0.01 -0.01 0.00
Br 2.112472 -5.415826 4.494640 0.16 -0.11 0.14
Br 2.224706 -8.595485 4.284617 0.00 0.02 0.00
H 1.704205 -7.137542 6.208309 -0.02 -0.01 0.01
C 13.094066 -4.348019 -4.603012 -0.03 0.04 0.00
Br 13.639508 -6.055321 -3.900356 -0.01 0.01 -0.01
Br 12.060952 -4.541704 -6.214305 0.00 -0.01 0.01
Br 12.154672 -3.313955 -3.288966 -0.09 0.00 0.03
H 13.990969 -3.803273 -4.859927 0.02 0.02 -0.02
C 14.712117 0.152156 -4.472776 -0.11 -0.03 -0.01
Br 15.345906 -1.474401 -3.664329 0.19 0.04 0.04
Br 13.705535 -0.218266 -6.069610 0.00 -0.01 0.01
Br 13.700960 1.207283 -3.224776 0.00 -0.02 -0.02
H 15.578144 0.728633 -4.759938 0.03 0.01 -0.01
C -9.203641 1.645885 -0.702918 0.09 0.00 0.09
Br -8.565890 0.241613 0.448339 -0.52 -0.12 0.11
Br -10.613141 1.007193 -1.846389 -0.03 0.03 -0.09
Br -9.735804 3.193293 0.301106 0.01 -0.02 -0.02
H -8.379207 1.937697 -1.339452 0.05 -0.01 -0.02
C -6.846579 10.305182 -1.432231 0.04 -0.02 0.06
Br -6.119199 12.069348 -1.178078 -0.01 0.00 0.00
Br -5.553028 9.110828 -2.202095 0.00 -0.05 -0.06
Br -7.559716 9.591157 0.204379 0.03 0.00 0.00
H -7.662831 10.391865 -2.133099 -0.02 0.00 -0.02
C -5.131236 4.797679 -3.734500 0.04 -0.06 0.13
Br -4.108381 5.467940 -2.256145 -0.02 0.04 -0.25
Br -6.962402 4.460205 -3.232649 -0.10 0.03 -0.06
Br -5.016215 5.944824 -5.279050 -0.04 0.00 0.02
H -4.707447 3.843309 -4.011222 0.01 -0.01 -0.05
C -4.474301 -3.243836 -5.646298 0.01 0.05 0.08
Br -2.605577 -3.120426 -5.221425 0.02 -0.01 -0.05
Br -5.030676 -1.827470 -6.822389 0.00 -0.02 0.02
Br -4.932776 -4.974920 -6.353466 0.00 0.02 0.01
H -5.020111 -3.121398 -4.720425 -0.01 0.00 0.01
C -11.930503 -1.440788 0.652883 0.03 0.00 0.03
Br -11.094430 -2.743798 1.793557 -0.02 0.01 -0.02
Br -13.330369 -2.220036 -0.413797 0.01 0.01 0.00
Br -12.560348 0.075787 1.650571 0.02 -0.01 -0.01
H -11.173397 -1.079195 -0.028505 0.01 0.00 0.00
```
Forces are in eV/Å.

net charge	-1
2S+1	1
max |F|	0.0312	hartree/bohr
energy	-3645948.7699	eV
Kohn-Sham gap	5.46	eV
HOMO	-4.8	eV

---

No. 2
Computed, not measured: C29H44BrN3P2Pb as an isolated structure, with the ωB97M-V functional and the def2-TZVPD basis.

```
80
Properties=species:S:1:pos:R:3:forces:R:3
C 5.843585 -4.492791 -2.614277 -0.01 0.23 -0.17
C 6.296825 -3.487127 -1.737405 0.64 -0.55 -0.25
C 7.678299 -3.221063 -1.715672 -0.06 0.20 -0.04
C 8.504486 -3.825677 -2.678051 -0.77 0.03 0.47
N 8.032899 -4.713861 -3.552661 0.27 -0.06 -0.26
C 6.749251 -5.065010 -3.522194 -0.22 0.51 0.80
C 5.344820 -2.718591 -0.924469 -1.34 1.14 -1.97
C 4.350169 -1.880770 -0.966785 2.18 -1.07 -2.47
C 3.322464 -0.954711 -1.335483 -0.40 0.37 -0.20
C 2.194358 -1.387592 -2.042750 0.03 -0.16 0.29
C 1.060858 -0.586961 -2.050292 -0.14 0.31 0.27
C 0.998404 0.469290 -1.139857 0.06 0.06 -0.84
C 2.134893 0.984148 -0.521966 0.23 0.04 -0.38
C 3.347895 0.351680 -0.780061 -0.39 -0.26 0.56
Pb 4.565170 -2.193598 1.139429 0.15 -1.10 3.43
P 0.093494 3.462305 -2.176641 0.87 0.87 -0.68
H 8.101327 -2.529626 -0.981608 -0.15 -0.14 -0.36
H 4.800204 -4.803168 -2.621736 0.19 0.14 -0.03
H 9.568215 -3.567781 -2.728786 -0.42 -0.21 -0.01
H 6.399734 -5.813977 -4.239730 0.24 0.24 0.26
H 4.299657 0.784567 -0.467060 -0.32 -0.18 0.28
H 2.174303 -2.388254 -2.483218 0.04 0.50 -0.07
H 2.061086 1.878596 0.098311 0.16 -0.29 -0.28
H 0.241744 -0.785856 -2.730568 -0.13 -0.27 0.36
C -0.736916 4.778759 -1.251798 -0.22 0.03 0.26
C -0.186153 6.181569 -1.521822 0.06 0.37 -0.07
H -0.611419 4.534076 -0.182991 -0.09 0.01 -0.31
H -1.816664 4.723716 -1.462895 0.31 -0.05 0.04
H -0.787105 6.915988 -0.973938 0.12 -0.15 -0.11
H 0.848721 6.279810 -1.167254 -0.30 -0.01 -0.12
H -0.224346 6.451435 -2.586526 0.03 -0.10 0.34
C 1.873310 3.792295 -2.228373 0.39 0.50 -0.07
C 2.662152 2.978673 -3.262941 0.22 0.05 0.02
H 2.284559 3.620886 -1.219252 -0.26 0.15 -0.31
H 1.973846 4.873560 -2.426331 0.16 -0.32 0.02
H 3.734089 3.153567 -3.087113 -0.33 -0.01 -0.20
H 2.500881 1.898401 -3.167017 -0.09 0.20 -0.04
H 2.421821 3.287764 -4.288705 0.13 -0.10 0.30
C -0.581372 3.179040 -3.825414 -0.26 0.00 -0.29
C -1.178975 4.445889 -4.431744 -0.19 0.29 -0.47
H -1.351545 2.398058 -3.745310 0.15 0.17 0.06
H 0.211252 2.762349 -4.463575 -0.13 0.12 0.26
H -1.615895 4.217496 -5.410720 0.07 0.03 0.20
H -1.981034 4.862777 -3.809879 0.22 -0.09 -0.14
H -0.420113 5.219528 -4.593821 -0.14 -0.14 0.07
Br -0.671227 1.368732 -0.910918 -0.42 -1.65 1.08
P 4.414282 0.349916 3.236019 -0.01 1.71 2.41
C 4.107852 1.924870 2.353040 -0.15 0.45 -0.32
C 4.199561 3.163645 3.253674 -0.12 0.13 -0.12
H 3.109643 1.879131 1.896191 0.22 0.04 0.10
H 4.850883 2.012879 1.542058 -0.30 0.04 0.07
H 3.963049 4.070785 2.683789 0.09 -0.13 0.08
H 3.485059 3.102823 4.079866 0.18 -0.04 -0.05
H 5.204693 3.280489 3.668204 -0.18 -0.04 0.03
C 2.806620 -0.542752 2.996292 -0.41 -1.15 -0.49
C 1.822555 -0.242838 4.155743 0.33 0.16 0.08
H 2.960940 -1.641957 3.016976 -0.28 0.62 0.07
H 2.349096 -0.268880 2.029395 0.03 -0.29 0.20
H 0.862600 -0.754021 3.973272 0.38 0.26 -0.05
H 2.231253 -0.621586 5.105821 -0.11 0.22 -0.35
H 1.646113 0.837993 4.266892 0.00 -0.34 -0.03
C 6.068604 -0.023201 2.521201 0.21 -1.13 -0.81
C 7.136254 1.018049 2.927701 -0.32 0.01 0.07
H 6.031738 -0.032202 1.411005 0.39 -0.17 0.10
H 6.388769 -1.006965 2.920540 0.02 0.37 -0.35
H 8.109867 0.676455 2.561600 -0.17 0.07 0.09
H 6.943019 2.007248 2.494652 -0.02 -0.27 0.10
H 7.179395 1.116023 4.016153 -0.01 -0.02 -0.14
C -3.276299 -3.078237 -1.029830 -0.07 -0.01 -0.18
N -1.919659 -3.240823 -0.515263 0.60 0.15 0.11
C -1.222338 -4.428628 -0.409003 0.44 0.64 0.19
C 0.037570 -4.100465 0.050062 -1.20 0.64 -0.39
N 0.115154 -2.734605 0.213806 -0.12 0.55 -0.01
C -1.065454 -2.230185 -0.130602 0.16 -1.77 -0.08
H -3.810874 -4.030655 -0.928905 0.12 0.36 0.01
H -3.797212 -2.300762 -0.460050 0.10 -0.26 -0.08
H -3.263481 -2.788855 -2.093281 0.03 -0.16 0.38
H -1.648519 -5.384456 -0.657800 -0.15 0.05 -0.01
H 0.857194 -4.762866 0.264722 0.04 0.00 0.05
H -1.379790 -1.191184 -0.129540 0.14 -0.32 0.12
```
Forces are in eV/Å.

net charge	+2
2S+1	1
max |F|	0.0701	hartree/bohr
energy	-129104.1951	eV
Kohn-Sham gap (alpha / beta)	6.39 / 5.16	eV
HOMO (alpha / beta)	-12.7 / -12.7	eV

---

No. 3
Computed, not measured: C29H44BrN3P2Pt as an isolated structure, with the ωB97M-V functional and the def2-TZVPD basis.

```
80
Properties=species:S:1:pos:R:3:forces:R:3
C 1.626979 -1.957273 -7.097341 -0.44 0.17 0.08
C 0.616780 -1.187730 -6.479622 -0.42 0.56 -0.51
C -0.295228 -0.476834 -7.273360 0.30 -0.39 -0.20
C -0.204532 -0.633952 -8.659341 0.14 0.02 0.56
N 0.721409 -1.394053 -9.241223 -0.13 0.01 -0.20
C 1.616666 -2.034778 -8.493002 -0.09 0.23 0.78
C 0.544404 -1.101228 -5.048260 0.97 -2.03 -0.27
C 0.871198 -1.501682 -3.932426 -0.53 0.71 -3.24
C 1.421867 -1.067454 -2.758111 -0.07 -0.67 1.27
C 1.811879 -1.972456 -1.760278 0.28 0.10 1.26
C 1.822255 -1.520933 -0.436577 0.34 0.94 -0.30
C 1.509682 -0.160092 -0.322770 0.25 -0.32 0.05
C 1.372283 0.803661 -1.325977 0.52 -0.17 0.84
C 1.304420 0.312904 -2.589956 0.13 -0.42 0.57
Pt 0.121751 0.323921 0.995274 2.90 -0.56 1.85
P -0.829070 -1.446863 2.025239 -1.66 -1.46 0.78
H -1.049978 0.159900 -6.812189 0.15 -0.23 -0.21
H 2.376560 -2.469081 -6.489674 -0.31 0.09 -0.28
H -0.915168 -0.122174 -9.301406 0.15 -0.09 -0.08
H 2.362055 -2.640212 -9.000364 -0.11 0.12 -0.07
H 1.078068 0.929155 -3.432330 -0.04 0.26 -0.31
H 2.075791 -3.015517 -1.961587 -0.49 0.40 -0.17
H 1.313207 1.858709 -1.135186 -0.08 0.10 0.16
H 1.991310 -2.120042 0.464707 0.13 0.14 -0.65
C -1.391475 -1.460903 3.782689 0.29 0.71 0.37
C -2.792335 -1.955580 4.093677 -0.33 -0.32 -0.04
H -1.231132 -0.453614 4.202031 -0.28 -0.63 -0.22
H -0.654027 -2.096934 4.289656 -0.03 0.22 -0.08
H -2.916791 -1.968929 5.184382 0.03 0.03 -0.26
H -3.571549 -1.299825 3.691605 0.10 -0.12 0.05
H -2.963260 -2.978503 3.738742 -0.09 0.26 0.03
C -2.317201 -1.411028 0.953179 -0.36 0.02 -0.33
C -2.636455 -2.643755 0.133792 -0.39 -0.33 -0.19
H -2.177157 -0.589474 0.226424 -0.14 -0.36 0.48
H -3.145049 -1.145084 1.616633 -0.07 -0.01 -0.24
H -3.430498 -2.372216 -0.574119 0.19 -0.22 0.12
H -1.770220 -2.974495 -0.450003 -0.18 -0.06 0.10
H -3.012399 -3.464001 0.751753 0.13 0.08 -0.24
C -0.049957 -3.092674 1.930944 0.49 0.03 -0.43
C -0.829909 -4.248664 2.562745 -0.10 -0.27 0.10
H 0.909537 -2.969984 2.455767 -0.14 -0.14 -0.14
H 0.181088 -3.295392 0.877417 -0.08 -0.04 0.22
H -0.327187 -5.185062 2.296237 -0.09 0.16 0.06
H -0.838763 -4.188381 3.656627 -0.02 0.01 -0.26
H -1.864220 -4.324379 2.209241 0.34 0.06 0.08
Br 0.760664 0.838903 4.015434 -0.22 0.13 -0.21
P -0.826123 2.306578 1.098835 -1.71 2.50 -0.52
C -2.382292 1.661608 1.916445 -0.47 -0.34 0.70
C -3.608265 2.398440 2.468378 -0.03 0.57 0.08
H -2.027619 1.030483 2.756303 0.07 0.18 -0.57
H -2.834928 1.002450 1.156824 0.80 0.26 0.01
H -4.427754 1.660377 2.598378 0.55 0.37 -0.09
H -3.403156 2.834074 3.457422 -0.16 0.14 -0.50
H -3.951946 3.140825 1.740322 -0.07 0.08 0.42
C 0.445832 3.413692 1.884821 0.68 -0.02 1.11
C 0.354948 4.870780 2.361756 -0.50 0.41 -0.26
H 1.352783 3.377748 1.257591 -0.55 -0.49 -0.15
H 0.723099 2.855487 2.805855 -0.30 0.03 -0.89
H 1.077363 5.048457 3.180469 -0.32 -0.31 -0.43
H 0.611355 5.572561 1.559557 -0.31 -0.08 0.18
H -0.636591 5.089952 2.752364 0.00 0.25 0.01
C -1.210022 2.781075 -0.679637 0.06 0.04 -0.44
C -2.322019 3.710637 -1.229726 -0.04 0.15 0.34
H -1.358569 1.822090 -1.201172 0.31 0.09 0.26
H -0.265397 3.211516 -1.047007 -0.07 -0.27 0.21
H -2.115868 3.878934 -2.309221 -0.09 -0.17 0.70
H -3.322249 3.246467 -1.159100 0.45 0.38 0.15
H -2.289584 4.693283 -0.736855 -0.28 -0.32 -0.15
C 3.239844 -0.904322 3.104886 0.06 -0.57 0.31
C 3.398902 0.220393 2.170086 1.15 0.36 0.08
N 2.550283 0.855320 1.369854 0.76 -0.15 -1.00
C 3.294342 1.804079 0.684688 1.46 0.00 0.30
C 4.599390 1.761223 1.104600 -0.78 -0.08 0.10
N 4.647705 0.765986 2.066326 -0.99 -0.07 -0.44
H 4.202628 -1.449515 3.096035 -0.61 -0.02 0.15
H 3.041516 -0.513757 4.118850 0.10 -0.39 -0.47
H 2.420622 -1.576433 2.809581 0.35 0.28 0.23
H 2.913403 2.403619 -0.121586 -0.04 0.08 0.19
H 5.460637 2.328265 0.795620 -0.03 0.01 0.07
H 5.451441 0.411705 2.589363 -0.38 0.43 -0.38
```
Forces are in eV/Å.

net charge	+2
2S+1	3
max |F|	0.0677	hartree/bohr
energy	-127103.1635	eV
Kohn-Sham gap (alpha / beta)	5.87 / 5.04	eV
HOMO (alpha / beta)	-13.3 / -13.4	eV
<S²>	2.019